1.
{"formula": "C17H24CoN3O3S3", "method": "ωB97M-V/def2-TZVPD", "species": ["Co", "N", "C", "C", "N", "C", "C", "N", "H", "H", "H", "H", "H", "H", "H", "H", "H", "H", "H", "H", "H", "S", "C", "C", "C", "C", "C", "C", "S", "H", "H", "H", "H", "C", "C", "C", "C", "C", "C", "C", "S", "O", "O", "O", "H", "H", "H", "H", "H", "H", "H"], "coordinates": [[0.69069, 0.79023, 1.04100], [-0.55468, -0.16632, 2.40569], [-1.44088, 0.68914, 3.20770], [-0.73011, 1.99013, 3.58537], [-0.17071, 2.66550, 2.44336], [-1.00416, 3.42799, 1.55578], [-1.74739, 2.55130, 0.54194], [-0.79565, 1.65578, -0.11414], [-1.08128, -0.91573, 1.94674], [0.10505, -0.62800, 3.02626], [-1.78147, 0.18964, 4.11990], [-2.33278, 0.89863, 2.61899], [0.10239, 1.74418, 4.24802], [-1.43384, 2.62416, 4.14713], [0.76755, 3.00559, 2.56857], [-0.35554, 4.10791, 0.99869], [-1.74127, 4.04616, 2.09315], [-2.26785, 3.19994, -0.16973], [-2.51173, 1.95234, 1.03276], [-0.22260, 2.18367, -0.76588], [-1.22356, 0.88955, -0.62488], [2.35475, 0.29608, 2.43388], [3.80543, 0.91319, 1.68113], [5.05644, 0.75452, 2.28308], [6.20305, 1.27121, 1.69680], [6.11366, 1.95302, 0.48960], [4.87938, 2.11105, -0.12377], [3.71608, 1.59876, 0.45587], [2.15778, 1.77327, -0.31909], [5.11655, 0.21621, 3.22199], [7.16464, 1.13669, 2.17910], [7.00482, 2.35698, 0.02211], [4.80190, 2.63489, -1.06972], [-3.49013, -3.69876, -5.49130], [-2.81583, -3.34212, -4.18953], [-3.28966, -3.82941, -2.97726], [-2.66523, -3.49760, -1.77948], [-1.55396, -2.67028, -1.78963], [-1.06865, -2.17170, -2.99272], [-1.69884, -2.50888, -4.18019], [-0.70837, -2.28755, -0.26047], [-1.77143, -2.24515, 0.75388], [0.24979, -3.35007, -0.06459], [-0.12490, -0.96602, -0.49497], [-4.34126, -4.35913, -5.32467], [-2.79555, -4.20621, -6.16446], [-3.85057, -2.80605, -6.00668], [-4.16091, -4.47591, -2.96537], [-3.03697, -3.86551, -0.83175], [-0.20409, -1.51987, -2.98003], [-1.31809, -2.11745, -5.11815]], "lowdin_spin": [1.039, -0.007, 0.000, 0.000, 0.004, 0.000, -0.001, -0.006, 0.000, 0.000, 0.000, 0.000, 0.000, 0.000, 0.000, 0.000, 0.000, 0.000, 0.000, 0.000, 0.001, -0.015, -0.003, 0.000, 0.000, 0.000, 0.000, -0.003, -0.012, -0.001, 0.000, 0.000, -0.001, 0.000, 0.000, 0.000, 0.000, 0.000, 0.000, 0.000, 0.000, 0.000, 0.000, 0.004, 0.000, 0.000, 0.000, 0.000, 0.000, 0.000, 0.000], "e_above_lowest_kcal_mol": 14.3, "max_force_ev_per_a": 0.79, "multiplicity": 2, "energy_ha": -3629.65803, "total_charge": -1, "s2": 0.765}

2.
{"formula": "C17H24FeN", "method": "ωB97M-V/def2-TZVPD", "species": ["C", "N", "C", "C", "C", "C", "H", "H", "H", "H", "H", "H", "H", "H", "H", "H", "H", "C", "C", "C", "C", "C", "C", "C", "Fe", "C", "C", "C", "C", "C", "H", "H", "H", "H", "H", "H", "H", "H", "H", "H", "H", "H", "H"], "coordinates": [[0.72938, -0.90103, 2.94116], [-0.53512, -1.00573, 2.27887], [-1.31863, -2.17353, 2.73541], [-2.76608, -1.81846, 2.39161], [-2.81547, -0.28416, 2.27269], [-1.38075, 0.21133, 2.44428], [1.33437, -0.13764, 2.44188], [0.63864, -0.62948, 4.01654], [1.26376, -1.85817, 2.86620], [-0.98128, -3.08473, 2.22946], [-1.21376, -2.32945, 3.82438], [-3.02789, -2.25603, 1.42353], [-3.45505, -2.18335, 3.15649], [-3.16579, 0.00699, 1.27876], [-3.45939, 0.16447, 3.03098], [-1.21554, 0.65519, 3.44036], [-1.10159, 0.95665, 1.69001], [-0.35095, -1.64694, -0.43675], [1.06710, -1.33561, -0.28747], [1.62797, -0.05217, -0.56928], [2.75076, 0.23823, -1.48084], [3.00921, 1.65883, -1.44841], [2.02611, 2.29070, -0.59754], [1.13596, 1.25603, -0.10128], [1.13415, 1.22668, -2.02962], [-0.68893, 0.64135, -2.67954], [0.38642, 0.24763, -3.58108], [1.11065, 1.45123, -3.96716], [0.48954, 2.58259, -3.29466], [-0.61575, 2.08354, -2.49339], [-0.67681, -1.77609, -1.49148], [-0.64697, -2.55058, 0.12139], [-0.93513, -0.82489, 0.00718], [1.77122, -2.18215, -0.22169], [3.33175, -0.54621, -1.94478], [3.87937, 2.13920, -1.91260], [1.97626, 3.33606, -0.30865], [0.34935, 1.32488, 0.63745], [-1.51029, 0.01611, -2.33342], [0.53687, -0.76222, -3.97303], [1.91367, 1.51965, -4.70144], [0.73024, 3.64126, -3.43125], [-1.33160, 2.68999, -1.94328]], "lowdin_spin": [0.012, 0.009, 0.001, 0.000, 0.000, 0.002, 0.004, 0.001, 0.003, 0.000, 0.000, 0.000, 0.000, 0.000, 0.000, 0.000, 0.001, 0.088, 0.524, 0.082, 0.060, 0.060, 0.063, 0.073, 2.662, 0.057, 0.031, 0.029, 0.023, 0.053, 0.031, 0.002, 0.009, 0.030, 0.010, 0.011, 0.012, 0.007, 0.013, 0.010, 0.008, 0.008, 0.010], "e_above_lowest_kcal_mol": 0.0, "max_force_ev_per_a": 2.49, "multiplicity": 5, "energy_ha": -1980.40640, "total_charge": -1, "s2": 6.106}

3.
{"formula": "C17H24N2O", "method": "ωB97M-V/def2-TZVPD", "species": ["O", "C", "C", "C", "C", "C", "C", "C", "C", "C", "N", "N", "C", "C", "C", "C", "C", "C", "C", "C", "H", "H", "H", "H", "H", "H", "H", "H", "H", "H", "H", "H", "H", "H", "H", "H", "H", "H", "H", "H", "H", "H", "H", "H"], "coordinates": [[-4.38343, -0.01719, 0.87732], [-3.20263, -0.04387, 1.16198], [0.50639, 0.46148, -0.94825], [1.77933, 0.36219, -1.54315], [0.29197, 1.24306, -3.07805], [1.62861, 0.76859, -2.94739], [-2.64896, -0.00439, 2.47711], [-1.28416, -0.07344, 2.32536], [0.22409, 0.23555, 0.46224], [-1.05862, -0.02633, 0.86405], [-0.32230, 1.01243, -1.92492], [-2.29620, -0.03907, 0.16285], [3.07520, -0.18189, -1.06259], [-0.22377, 1.87124, -4.33452], [3.03696, -1.00043, -4.25811], [-3.10222, -1.19215, 4.77411], [0.72183, -1.20044, 3.25108], [2.81564, 0.57766, -3.94692], [-3.40859, 0.02591, 3.80285], [-0.18438, -0.00335, 3.34377], [1.08544, 0.36146, 1.13885], [-1.15790, 1.55998, -1.67659], [-2.56759, -0.48671, -0.73971], [3.94694, 0.39868, -1.41908], [3.17214, -1.13727, -1.47180], [3.01038, -0.39845, -0.01069], [-0.70926, 2.89059, -4.15443], [-0.87867, 1.19792, -4.76405], [0.66006, 1.99497, -5.01941], [4.04167, -1.29489, -4.04098], [2.97418, -1.06433, -5.41351], [2.18434, -1.53072, -3.86191], [-3.67594, -1.20034, 5.69675], [-3.27773, -2.20430, 4.27715], [-2.06928, -1.26664, 5.25800], [1.29978, -1.31620, 2.30742], [0.04506, -2.03678, 3.29709], [1.42058, -1.15417, 4.09463], [3.76213, 1.06995, -3.55465], [2.57617, 1.00449, -4.92964], [-3.12318, 0.97249, 4.26332], [-4.47174, 0.05896, 3.55276], [0.36262, 0.85213, 3.37833], [-0.57496, -0.04636, 4.33333]], "nbo_charge": [-0.617, 0.620, 0.045, -0.026, 0.154, -0.099, -0.111, 0.072, -0.219, 0.118, -0.507, -0.632, -0.642, -0.631, -0.617, -0.615, -0.591, -0.424, -0.435, -0.454, 0.235, 0.415, 0.439, 0.222, 0.221, 0.213, 0.217, 0.217, 0.230, 0.212, 0.201, 0.220, 0.216, 0.214, 0.201, 0.206, 0.211, 0.210, 0.210, 0.208, 0.215, 0.242, 0.218, 0.222], "e_above_lowest_kcal_mol": 70.1, "max_force_ev_per_a": 4.53, "energy_ha": -846.86658, "smiles": "CCC1=C(CC)/C(=C/c2[nH]c(C)c(CC)c2C)NC1=O"}

4.
{"formula": "C17H24N2O", "method": "ωB97M-V/def2-TZVPD", "species": ["C", "C", "C", "H", "H", "C", "N", "C", "O", "C", "H", "C", "H", "H", "C", "C", "C", "N", "C", "C", "C", "C", "C", "C", "H", "H", "H", "H", "H", "H", "H", "H", "H", "C", "H", "H", "H", "H", "H", "H", "H", "H", "H", "H"], "coordinates": [[1.61454, -2.92277, 3.51461], [2.07290, -2.07998, 2.32990], [0.96509, -1.19876, 1.75418], [1.38588, -0.54410, 0.98928], [0.55840, -0.56537, 2.54487], [-0.16960, -2.01022, 1.11755], [-1.10796, -1.18406, 0.39226], [-1.11930, -0.98481, -0.95042], [-2.05192, -0.42695, -1.49640], [0.06597, -1.51848, -1.74857], [0.98242, -1.48764, -1.16254], [0.24408, -0.70904, -3.03634], [-0.73707, -0.33141, -3.32632], [0.61372, -1.35198, -3.83757], [1.22168, 0.46234, -2.86014], [0.93807, 1.27836, -1.64249], [1.74180, 1.39305, -0.54673], [1.14690, 2.18595, 0.40179], [-0.06271, 2.60415, -0.07430], [-1.03115, 3.40542, 0.51632], [-2.17047, 3.66726, -0.21282], [-2.34045, 3.15304, -1.50102], [-1.38565, 2.35597, -2.08905], [-0.22846, 2.06012, -1.37007], [-1.53170, 1.96300, -3.08226], [-3.24676, 3.38711, -2.03984], [-2.94712, 4.28405, 0.21598], [-0.89223, 3.80784, 1.51003], [1.54852, 2.44022, 1.28746], [2.71907, 0.97852, -0.37629], [1.16823, 1.09561, -3.74977], [2.24151, 0.07369, -2.78605], [-0.15780, -2.56039, -1.99494], [-2.15613, -0.58077, 1.18537], [-2.78686, -1.34703, 1.64353], [-2.76152, 0.03792, 0.52641], [-1.72479, 0.04463, 1.96854], [0.24895, -2.76517, 0.44936], [-0.73099, -2.53350, 1.89779], [2.45701, -2.73624, 1.54540], [2.89529, -1.43686, 2.65211], [0.87038, -3.65377, 3.21007], [2.45786, -3.45851, 3.94404], [1.18238, -2.29047, 4.28711]], "nbo_charge": [-0.608, -0.392, -0.412, 0.214, 0.196, -0.208, -0.447, 0.707, -0.644, -0.511, 0.212, -0.393, 0.235, 0.204, -0.412, -0.090, -0.036, -0.550, 0.202, -0.273, -0.210, -0.241, -0.150, -0.124, 0.215, 0.210, 0.210, 0.208, 0.410, 0.209, 0.216, 0.202, 0.232, -0.418, 0.186, 0.254, 0.190, 0.203, 0.198, 0.193, 0.200, 0.201, 0.212, 0.201], "e_above_lowest_kcal_mol": 6.6, "max_force_ev_per_a": 0.55, "energy_ha": -846.96776, "smiles": "CCCCN(C)C(=O)CCCc1c[nH]c2ccccc12"}